Record 1
C4H4Cl2N3O3 | the ωB97M-V functional and the def2-TZVPD basis

Positions of all 16 atoms, in Å:
C  0.46  0.88  0.15
C  1.08  -0.28  -0.07
C  -1.82  0.68  0.16
C  2.66  -0.38  -0.23
N  3.19  -1.56  0.02
N  -2.67  -0.55  -0.16
N  -2.47  1.75  0.18
O  3.30  0.58  -0.50
O  -2.43  -1.32  -1.00
O  -3.66  -0.47  0.54
Cl  0.75  2.43  0.47
Cl  0.38  -1.86  -0.17
H  2.77  -2.43  0.19
H  4.09  -1.78  -0.11
H  -2.04  2.58  0.44
H  -3.59  1.73  0.10

M: 213.00 g mol⁻¹
E_LUMO: -0.22380 Ha
Gap between HOMO and LUMO: 0.2927 Eh
Net charge: +1


Record 2
C34H65F4N5O6PS2 | the ωB97M-V functional and the def2-TZVPD basis

Positions of all 117 atoms, in Å:
C  1.39  0.41  2.61
C  2.86  0.73  1.92
C  3.34  -0.42  0.84
C  2.36  -0.47  -0.49
N  2.40  0.87  -1.20
C  1.07  1.02  -1.94
C  -0.16  1.54  -0.95
C  -1.52  0.65  -1.18
C  -2.81  1.19  -0.26
N  -3.93  1.70  -1.13
C  -5.07  0.77  -1.48
N  -5.07  -0.59  -1.64
C  -6.40  -1.26  -2.05
C  -7.38  -1.51  -0.75
O  -8.40  -0.42  -0.62
C  -8.22  -2.92  -0.80
F  -8.47  -3.45  0.60
F  -9.60  -2.59  -1.32
F  -7.57  -4.02  -1.55
N  -6.22  1.78  -1.67
C  -5.68  3.22  -1.74
P  -6.86  4.12  -0.54
N  -8.43  3.86  -0.96
C  -4.04  3.18  -1.38
C  -3.40  3.34  -2.88
C  -3.14  4.87  -3.38
C  -4.46  5.65  -3.96
C  -4.94  6.83  -2.89
O  -6.24  7.05  -2.57
O  -3.98  7.79  -2.24
C  -3.69  4.27  -0.21
F  -4.09  3.80  1.17
C  -2.05  4.58  -0.06
C  -1.97  6.11  0.61
C  3.58  0.97  -2.17
S  3.64  -0.04  -3.58
S  5.03  2.17  -1.99
C  4.95  3.38  -3.45
C  6.38  3.59  -4.21
C  6.66  2.32  -5.23
H  0.89  -0.58  2.19
H  1.58  0.30  3.78
H  0.64  1.29  2.37
H  3.68  0.89  2.75
H  2.80  1.74  1.32
H  3.44  -1.49  1.36
H  4.44  -0.10  0.50
H  1.27  -0.72  -0.10
H  2.72  -1.35  -1.17
H  1.26  1.88  -2.75
H  0.77  0.07  -2.55
H  -0.31  2.67  -1.21
H  0.25  1.51  0.17
H  -1.25  -0.45  -0.80
H  -1.79  0.64  -2.32
H  -3.22  0.20  0.27
H  -2.47  1.89  0.61
H  -4.17  -1.11  -1.49
H  -6.15  -2.22  -2.67
H  -6.99  -0.52  -2.77
H  -6.71  -1.42  0.23
H  -8.21  0.13  0.21
H  -6.80  1.66  -0.79
H  -6.00  3.52  -2.82
H  -6.57  5.53  -0.48
H  -6.68  3.53  0.79
H  -8.47  3.27  -1.83
H  -2.40  2.69  -2.88
H  -4.11  2.82  -3.67
H  -2.38  4.80  -4.30
H  -2.64  5.58  -2.60
H  -4.10  6.25  -4.93
H  -5.34  4.96  -4.32
H  -3.44  7.31  -1.54
H  -4.22  5.30  -0.44
H  -1.48  4.51  -1.09
H  -1.53  3.87  0.72
H  -1.26  6.04  1.55
H  -3.03  6.41  1.01
H  -1.51  6.90  -0.14
H  4.09  3.01  -4.17
H  4.60  4.45  -3.04
H  7.27  3.56  -3.42
H  6.48  4.61  -4.80
H  7.67  1.78  -4.95
H  6.65  2.64  -6.36
H  5.80  1.53  -4.98
C  4.25  -5.43  1.88
C  5.13  -4.49  1.10
O  5.00  -3.27  1.19
C  6.19  -5.09  0.21
H  3.54  -4.85  2.47
H  3.70  -6.07  1.19
H  4.86  -6.04  2.55
H  5.72  -5.72  -0.55
H  6.88  -5.68  0.81
H  6.75  -4.29  -0.28
C  4.47  -9.69  3.75
C  3.78  -8.42  4.19
O  3.92  -7.37  3.57
C  2.90  -8.50  5.41
H  5.06  -9.48  2.85
H  5.13  -10.04  4.54
H  3.72  -10.45  3.50
H  3.50  -8.80  6.27
H  2.09  -9.21  5.24
H  2.47  -7.51  5.61
C  6.39  -3.35  6.66
C  5.34  -4.42  6.48
O  4.42  -4.55  7.28
C  5.47  -5.31  5.27
H  6.17  -2.78  7.57
H  7.37  -3.80  6.76
H  6.37  -2.66  5.81
H  6.42  -5.86  5.32
H  5.42  -4.72  4.36
H  4.65  -6.04  5.27

M: 811.02 g mol⁻¹
E_LUMO: -0.13550 Ha
Gap between HOMO and LUMO: 0.2397 Eh
Net charge: +1